C70H190N10O30 | wB97M-V/def2-TZVPD

Each line ends with the Mulliken charge.
Geometry (Å):
H1 -1.56053 0.50972 -3.84726  -0.39
C1 -1.85303 0.11751 4.81745  1.63
H2 0.23702 -2.07269 7.99138  0.22
H3 -2.10121 6.32918 6.00696  0.70
C2 -3.18340 -9.73061 1.05306  -1.00
H4 -0.20483 5.78812 -4.04867  0.16
H5 1.15199 3.22962 -4.05461  0.16
H6 2.17724 1.36359 0.49045  0.72
H7 -1.20305 2.28841 3.42140  -0.85
O1 1.97417 -0.85223 5.69585  -0.64
H8 0.44655 5.54828 -1.97204  -0.59
H9 4.34340 -6.79965 2.78697  0.35
H10 5.10014 1.18060 -3.34812  -0.09
H11 -1.53532 -1.87449 8.29829  0.36
H12 -4.92403 -0.73543 0.88198  0.57
H13 -2.93149 -8.70678 3.54596  0.36
H14 5.54909 -2.98398 0.91346  0.32
C3 1.72457 8.94836 -0.34173  -1.05
O2 4.55105 -3.93946 2.53993  -0.51
H15 -3.26049 -9.80446 -0.02619  0.24
H16 0.26930 12.14029 -3.47785  0.24
O3 -2.91580 -8.39700 1.44759  -0.04
C4 -4.11825 1.23774 1.13122  -0.78
C5 2.97057 2.51022 4.43023  -0.49
H17 -0.13456 2.58792 -5.78496  0.26
H18 -5.10904 -5.06341 0.70530  0.17
O4 -5.88700 -3.34854 4.38205  -0.37
C6 -7.34050 2.94109 2.31879  -0.73
H19 0.39640 0.03253 0.07374  0.02
H20 -4.56663 4.35693 -0.73036  -0.04
H21 -5.07044 1.65865 0.66318  -0.02
H22 2.61913 -9.81976 3.54918  0.27
C7 -2.49103 5.63757 5.30982  -0.56
C8 -5.31455 -1.18242 3.75368  0.00
H23 -2.41503 -2.39044 -5.73590  0.41
C9 1.03848 -9.94455 -0.58601  -0.79
H24 3.80408 5.42651 -4.09690  0.33
C10 -0.65874 -6.68072 -0.57558  0.83
H25 -0.58386 -2.42692 0.82328  -0.11
C11 -0.74808 4.84593 -3.83738  -0.70
C12 0.93114 2.78713 -5.94918  -0.86
N1 -4.29565 5.69312 3.54426  -0.08
C13 5.47975 3.71230 1.02692  -0.30
H26 5.62907 -10.22025 2.31002  0.31
H27 -3.77890 -6.44308 4.11171  0.56
H28 -5.84151 -0.74287 4.63718  0.51
H29 -2.99408 -4.06545 -4.29069  0.41
H30 5.48932 4.14892 2.06019  0.32
C14 -5.69720 6.01072 3.40155  -0.79
H31 -2.54289 -2.29753 -0.96699  0.02
O5 1.61324 2.77933 4.23409  -0.35
H32 -3.49591 7.18151 -4.64471  0.20
H33 -3.32483 7.57906 -2.35770  0.29
H34 -2.40512 -10.36100 1.50482  0.32
H35 -7.26409 2.96659 1.19454  0.27
H36 1.58432 0.95060 3.24310  0.32
H37 2.52990 -7.52696 4.09329  0.28
H38 1.18999 -7.43168 0.05307  0.40
H39 0.73905 -1.12653 -6.23077  -0.05
H40 -3.46959 8.46887 0.60662  0.33
H41 0.16019 7.47839 -2.21346  -1.55
H42 -1.30329 1.15651 -2.23103  -0.49
O6 2.72741 -4.48546 -2.44549  -0.58
H43 -1.85698 0.42698 6.98487  0.53
O7 5.76662 2.16778 -1.70255  -0.45
H44 -0.09077 -2.26407 -7.38405  0.33
O8 -0.39007 -2.52770 -5.35389  0.13
C15 2.94631 6.03107 -3.93397  -0.78
H45 4.14032 -1.62858 -0.55796  -0.52
H46 -0.81739 10.87127 -2.76654  0.31
C16 -4.21932 -3.19421 -1.81987  -0.76
H47 2.74957 -3.60089 1.71661  0.09
H48 2.61666 7.34026 -2.45882  0.30
H49 2.05824 -0.96926 -3.09130  0.17
H50 -4.73008 -2.26293 -2.04312  0.09
H51 3.53175 -2.97758 -3.64063  -0.38
H52 1.02296 9.74314 0.11344  0.29
C17 0.24458 8.90814 -3.80471  -0.44
C18 -4.46851 -0.12577 1.69470  0.25
H53 2.35674 6.34559 3.11201  0.37
C19 -2.08239 -3.92486 3.39455  1.50
H54 -7.11038 -2.28782 3.17805  0.53
H55 -2.13644 2.13380 -3.58840  0.06
C20 -3.84017 6.20633 4.88430  -1.08
C21 1.03195 -4.97243 -0.80969  -0.82
H56 8.16812 -2.44786 -3.81371  0.44
O9 0.19508 -8.91783 -1.00061  -0.52
H57 1.80316 9.83084 -2.11225  0.33
H58 4.78784 4.35109 0.47482  0.07
C22 7.10867 -2.61858 -3.61519  -0.83
H59 5.57677 -11.07439 3.94913  0.26
C23 -2.70213 -2.99504 -1.73209  1.30
H60 -2.65557 3.64484 2.61861  -0.15
H61 -3.56833 8.51989 2.36922  0.24
H62 1.67417 -2.89501 5.36842  0.33
H63 -3.36700 6.42825 2.22391  0.33
H64 -1.40720 -4.41602 -3.56226  0.03
O10 5.35763 -1.90163 -2.12151  0.03
H65 -7.14884 1.94467 2.63358  0.12
H66 2.76314 9.39554 -0.13014  0.33
H67 1.97202 -3.75965 -4.23541  0.03
H68 2.71747 1.41807 -1.23578  -0.67
H69 3.49822 1.64022 -7.38960  0.34
H70 6.12718 2.58180 -3.68154  0.60
H71 -3.08765 5.99974 -0.10619  0.11
H72 6.98423 -3.54781 -3.05287  0.41
H73 6.40433 -4.51107 -7.69855  0.32
H74 -0.79044 -6.06320 0.33471  -1.17
H75 -2.63999 0.86865 4.71089  -0.06
H76 -7.58832 5.33070 2.69304  0.56
O11 3.17973 0.63938 -5.60769  0.18
N2 3.51347 -6.90629 2.23115  -0.41
C24 -6.16750 -4.66567 3.95106  -0.45
H77 -0.17759 -8.25565 0.86003  0.40
H78 -6.24548 5.12660 1.45294  0.11
O12 -0.03446 3.89590 -3.12475  0.98
C25 -1.39151 -2.75789 1.48184  1.43
O13 -2.82275 6.73785 1.41111  -0.33
C26 1.20308 -0.06308 -0.57405  0.34
C27 -1.68558 -5.17681 4.03437  -1.91
C28 -4.16839 5.03832 -1.53099  -0.38
C29 -2.02649 -3.62373 -4.02720  -0.14
H79 3.53899 -3.45870 -7.77720  0.33
C30 1.87370 1.29739 -0.52658  -1.05
C31 1.31970 3.66213 -1.17684  0.41
H80 -1.66588 5.20188 -3.33123  -0.31
C32 -1.89844 -0.36718 6.25061  -1.48
C33 0.19052 -7.82859 -0.09149  -0.42
H81 1.88481 -0.86366 -0.24407  -0.65
H82 -0.30560 1.30952 5.47420  0.62
C34 -1.99431 1.16903 -3.10258  1.21
O14 -3.28018 0.71197 -2.62489  -0.72
O15 6.74844 3.75199 0.39420  -0.60
H83 -2.13279 -5.36469 5.00591  0.67
H84 4.50356 2.31332 -5.96467  0.19
H85 -0.51633 9.06609 -1.80099  0.48
H86 -1.27971 -2.07854 -2.99657  -0.41
H87 -1.70455 -1.77995 2.05419  -1.09
C35 4.04660 1.42477 -6.45699  -1.03
C36 5.60734 -10.11990 3.42565  -0.69
C37 -6.05441 -2.37241 3.37371  -0.14
H88 -4.60309 -5.47722 -0.93511  0.40
H89 -1.83672 2.62760 6.50575  -0.15
N3 6.43642 -2.47972 -4.90837  -0.16
H90 -0.56598 4.45650 -1.13071  0.14
C38 3.38844 -9.26148 2.97539  -0.53
C39 -4.42449 -4.76870 -0.10691  -0.15
H91 1.67280 -7.93248 2.53776  0.09
H92 1.16249 -0.39465 5.58983  0.33
H93 4.91614 0.83268 -6.68121  0.27
H94 -2.79476 -0.89242 6.47828  0.64
O16 -0.77928 -1.18507 6.49708  0.04
H95 3.15022 1.42881 4.51851  0.26
H96 4.63626 -0.08990 -1.34812  -0.50
H97 -0.81280 3.55453 5.32207  0.13
O17 4.59284 -9.19097 3.71122  -0.32
H98 6.64726 -0.52474 -3.16037  0.03
O18 -2.99903 5.76007 -1.06888  0.25
H99 5.80691 -2.28855 2.50554  0.52
H100 -1.06737 -0.89463 -6.44183  0.37
H101 -0.60095 -5.01469 4.18099  0.27
C40 5.34481 2.18752 -3.05183  -0.49
H102 1.49259 -1.93947 3.98008  0.01
H103 6.54934 -9.69615 3.71842  0.24
H104 -8.32548 3.21480 2.54303  0.42
C41 4.97017 -1.06716 -1.00052  0.65
H105 0.59292 -4.55247 0.04335  0.15
H106 -3.34676 -0.21888 -2.74996  0.29
H107 5.13662 2.64658 1.07874  0.19
H108 -2.23709 -3.01041 0.78001  -0.70
O19 1.99236 7.64243 1.63729  -0.60
H109 1.45244 2.02357 -6.57602  0.19
H110 0.54829 -6.35107 -2.19232  0.41
H111 3.09835 6.84476 -4.63567  0.46
H112 3.28605 3.05644 5.27975  0.35
C42 -3.44908 -8.17753 2.75934  -1.32
H113 1.07880 3.74858 -6.46719  0.22
H114 -1.36998 -6.36464 2.41114  -0.17
H115 2.36317 -5.51135 3.42196  0.57
H116 -3.40243 -4.81149 0.20779  -0.19
H117 -0.53416 0.97056 2.49661  -0.40
H118 -3.55786 3.84316 1.15310  -0.23
H119 3.56460 2.80970 3.53137  0.01
C43 -1.53643 3.64523 6.13987  -0.32
C44 2.77091 -5.65794 2.38944  -0.20
C45 -1.65684 -3.11200 -5.37407  -1.00
H120 0.71045 6.24196 2.46447  0.08
H121 -5.41413 -5.05967 3.26434  0.02
C46 1.57263 7.59678 0.31311  0.73
H122 -1.98189 -0.74592 4.17958  -1.42
O20 -4.72719 -3.50227 -0.55275  -0.34
C47 2.06465 -1.99592 4.90463  -0.47
O21 4.78918 -4.36333 -6.30968  -0.23
H123 5.74767 -2.83590 -7.39327  0.38
N4 -2.22136 -2.48219 -3.00177  0.30
C48 -3.22905 -6.70889 3.18537  0.47
H124 1.55951 4.23089 -0.21492  -0.85
H125 3.45808 -4.60661 -4.36351  0.56
H126 0.74845 -10.32843 0.41945  0.24
C49 5.98063 -3.78077 -6.96473  -0.62
H127 -0.40860 -0.51829 8.48378  0.37
H128 -5.10685 0.69831 3.41477  0.26
H129 -0.97078 11.37994 -4.43799  0.33
H130 0.91326 -3.55094 -2.39407  -0.17
N5 0.87463 2.29675 -0.85027  2.33
C50 -0.38993 1.54261 3.41366  0.92
H131 4.39040 2.69214 -3.28339  0.10
H132 -4.17284 4.68742 3.55988  -0.19
C51 0.27942 8.54325 -2.31555  1.52
C52 -0.28183 11.20041 -3.66250  -0.71
C53 -2.91610 3.16702 1.67955  -0.60
N6 -1.83242 -6.45138 3.31071  -0.10
H133 -1.82572 5.69300 4.47623  0.09
H134 7.39243 3.11772 0.80709  0.32
H135 0.51385 7.26061 0.33839  -0.04
C54 1.03560 1.92385 3.26063  -0.93
H136 -4.48695 -8.44295 2.78837  0.58
H137 -3.85369 7.23865 4.71585  0.71
H138 2.06295 -9.57788 -0.52675  0.29
H139 -0.71338 8.74328 -4.21691  0.54
H140 0.55618 -0.57494 -3.86715  -0.89
H141 1.91619 -5.53485 -0.46061  0.08
C55 -0.61367 -1.40104 7.91260  -1.04
H142 7.12287 -4.46037 -5.26789  0.34
C56 0.25429 4.49601 -1.81119  -0.21
H143 2.14688 5.33381 -4.22681  0.12
H144 -6.19136 -5.39762 4.81919  0.24
H145 -5.57711 -2.82719 2.49131  -0.19
O22 -6.38763 3.74337 2.93352  -0.27
C57 2.93631 -3.88630 -3.73856  -0.03
H146 3.57993 -4.54467 0.67217  0.23
H147 1.11109 2.36930 2.25942  0.55
H148 -5.11173 7.19691 -3.86398  0.27
O23 1.70736 2.81716 -4.74172  -0.13
H149 -2.15510 -3.85758 -1.33794  -0.65
H150 2.68851 1.22574 -5.02231  0.16
H151 1.65468 0.68062 -3.15107  -0.23
H152 2.16311 6.85617 -0.24192  0.05
H153 -2.05736 2.91824 1.01007  0.43
H154 -3.71525 -6.14558 2.40443  -0.55
C58 5.10954 -2.80784 1.91563  -0.43
H155 -1.69831 -3.98689 -6.00655  0.35
C59 3.41858 -4.40616 1.79183  -0.15
H156 -1.07212 4.34780 -4.72733  0.26
N7 -0.50765 0.71856 4.66623  0.24
H157 -4.52840 6.02731 5.68651  0.46
H158 1.10315 8.40345 -4.28966  0.03
H159 -3.42831 -0.54814 1.97408  -0.40
H160 3.11117 -2.17005 4.62204  0.36
H161 -4.59486 -3.84736 -2.62436  0.31
H162 3.66654 -9.60644 1.95166  0.27
H163 -1.64398 -6.98385 -0.94471  0.52
C60 2.67122 -7.89795 3.01407  -0.11
O24 -1.02792 -3.73386 2.37036  0.35
H164 -4.31269 -1.57579 3.93447  -0.51
H165 -2.13738 -3.09095 4.13395  -0.43
H166 7.93918 -3.13875 -6.23414  0.30
H167 2.12176 5.58568 1.54090  -0.11
H168 -3.88513 4.40464 -2.44201  0.20
H169 -3.07626 -3.99108 2.87547  -0.30
C61 6.96341 -3.50301 -5.82303  -0.55
C62 -4.20827 7.77967 -4.08617  -0.57
N8 1.60097 8.89123 -1.85172  -0.41
C63 3.59405 -4.32570 -7.10303  -0.59
H170 4.29627 -2.05405 1.65735  -0.08
H171 1.94846 -3.13274 -1.03427  -0.74
H172 -3.38854 1.16293 0.31026  0.17
H173 -1.08729 4.20740 6.91809  0.60
H174 5.43443 -2.49597 -4.85106  0.09
O25 2.80385 6.38957 -2.57744  -0.52
C64 -6.55406 5.08989 2.53056  -0.50
H175 6.08649 3.06665 -1.52993  0.28
H176 -4.89543 5.78359 -1.80048  0.23
C65 1.21331 -0.32155 -3.00618  0.59
O26 0.53615 -0.46004 -1.80474  1.24
C66 1.77376 6.37321 2.17728  -0.07
H177 5.87569 -0.97405 -0.29440  0.36
N9 -5.37536 -0.05256 2.83558  -0.43
O27 -3.53436 2.03282 2.18064  0.88
H178 0.77071 -10.72497 -1.24073  0.37
C67 1.64171 -3.97153 -1.69583  1.19
H179 -4.15742 -10.04900 1.46287  0.39
O28 -3.64490 8.29674 -2.91386  -0.55
H180 -6.25022 6.07372 4.37385  0.46
H181 1.80483 -5.72084 1.96556  -0.14
O29 -2.72251 4.34469 5.75956  -0.42
C68 -0.24208 -1.66232 -6.50028  -0.75
O30 0.64387 10.25409 -4.06329  -0.45
H182 -5.74402 7.03784 3.05524  0.38
H183 2.77031 -4.14964 -6.46500  0.08
N10 0.04232 -5.84558 -1.46224  0.14
H184 0.31503 2.00495 -1.66076  -1.05
C69 6.65704 -1.56406 -2.63858  -0.51
H185 -1.99917 8.67560 1.44205  0.22
H186 7.31655 -1.48291 -1.76707  0.49
H187 -4.51811 8.65070 -4.63546  0.31
H188 3.61021 -5.23333 -7.72951  0.29
C70 -2.96014 8.16539 1.47942  -0.72
H189 -7.12032 -4.75856 3.37022  0.36
H190 2.26836 3.71587 -1.73276  -0.21

Its strongest force on any atom is 3.54 eV/A. As for the energy above the lowest of the compared OMol25 structures with the same formula, charge and spin: 19.3 kcal per mole. The net charge is 0. For the HOMO energy, the calculation gives -8.3585 eV.